# 1
21 unconnected molecules or ions with the total composition C4H46B2F6O25S. Source: the OMol25 dataset; level of theory: ωB97M-V with the def2-TZVPD basis set.

Geometry as XYZ:
```
84
C4H46B2F6O25S ωB97M-V with the def2-TZVPD basis set
O 2.70600 -2.84573 1.88816
S 2.77178 -1.67397 1.07419
O 3.27847 -0.59325 1.86974
B 0.98815 -1.25027 0.55470
C 0.66210 -0.13046 -0.49509
O 1.74060 0.84743 -0.51600
C 1.43984 2.00777 0.06500
F 2.56284 2.54859 0.48135
F 0.92477 2.85719 -0.81645
F 0.65656 1.90383 1.10757
C -0.12741 -2.06555 1.22525
B -0.85694 -3.01969 0.17588
O -2.17518 -3.29012 0.28503
O -0.08617 -3.56849 -0.84802
C 3.89539 -1.97214 -0.36648
F 3.57202 -3.03899 -1.03191
F 3.91514 -0.96762 -1.18697
F 5.08681 -2.13001 0.11956
H -0.33132 0.30005 -0.39706
H 0.67703 -0.64283 -1.47550
H 0.20083 -2.60489 2.11707
H -0.88040 -1.34770 1.57816
H -2.60514 -2.47152 0.57632
H -0.19275 -3.02731 -1.64711
O -5.01224 -4.97747 -0.26765
H -5.29355 -5.10500 0.64672
H -4.21181 -4.44248 -0.19612
O 0.87850 -1.86895 -3.43957
H 0.95752 -2.64711 -4.00352
H 1.44548 -1.21677 -3.86822
O -0.39693 5.62784 -0.45416
H 0.42041 5.11541 -0.45728
H -0.77151 5.47492 -1.33197
O -3.35925 -4.19671 -2.85316
H -3.87079 -4.24371 -3.66703
H -3.50642 -5.05720 -2.43747
O 1.06274 -5.71836 0.54705
H 0.60888 -5.16531 -0.10655
H 1.73919 -6.18068 0.04223
O -2.84606 5.95624 1.50086
H -1.99594 5.69497 1.12555
H -2.61541 6.52801 2.24041
O 0.34631 7.57743 -2.45214
H 0.15745 7.47738 -1.50947
H 1.15994 8.09804 -2.47113
O -3.86340 -7.28086 -1.74242
H -4.54140 -6.92897 -1.14888
H -4.06621 -8.22075 -1.79414
O -2.21825 7.19051 -3.61992
H -2.15495 7.66616 -4.45376
H -1.54380 7.60858 -3.06354
O -4.09164 -8.70844 0.63265
H -4.37368 -8.82315 1.54559
H -3.29354 -8.17503 0.70075
O 5.19187 -2.72663 4.23690
H 4.73157 -2.16189 3.60421
H 5.85252 -3.18482 3.70706
O -3.21531 9.67237 -4.90853
H -3.79010 8.91496 -5.06493
H -3.58658 10.08566 -4.12189
O 1.33506 -4.92922 4.19860
H 1.41122 -5.67624 3.59467
H 1.90902 -4.25747 3.80927
O 1.09620 -1.57890 -6.29014
H 1.22307 -1.40144 -7.22837
H 0.14517 -1.49778 -6.15389
O 2.56295 9.32059 -1.50068
H 2.55810 10.28000 -1.41754
H 2.92145 9.00866 -0.66236
O 0.90693 7.49341 1.55995
H 1.05038 7.42218 2.51201
H 0.51452 6.64841 1.31208
O 4.96654 -3.44070 7.25513
H 5.06149 -3.23240 6.31638
H 4.01928 -3.38122 7.41417
O -3.61446 -0.37722 1.16767
H -4.53763 -0.13405 1.03642
H -3.27703 0.28967 1.77618
O 3.29997 7.13634 3.39233
H 3.61885 7.01457 2.49140
H 3.91178 7.77211 3.77865
O -3.32768 -6.51446 2.16950
H -3.19082 -6.03462 1.34268
H -2.73055 -6.08460 2.79335
```

Calculated values
- HOMO-LUMO gap (eV) = 9.43
- charge = 0
- E_HOMO (eV) = -10.51
- LUMO level (eV) = -1.1

Results of the Mulliken charge analysis, in e, for atoms 1 through 2:
1. O -0.52
2. S 1.20

***

# 2
A molecular structure, C25H33BN2O6Pd. Source: the OMol25 dataset; level of theory: ωB97M-V with the def2-TZVPD basis set.

Geometry as XYZ:
```
68
C25H33BN2O6Pd ωB97M-V with the def2-TZVPD basis set
Pd 0.15727 -0.76291 -0.71416
C 4.50405 -1.54724 -5.62058
O 3.66208 -2.65762 -5.79741
C 2.44739 -2.62802 -5.13080
C 1.63721 -3.74457 -5.31286
C 0.40277 -3.75880 -4.66841
C -0.03114 -2.71453 -3.87604
C -1.38850 -2.77568 -3.21998
C -1.43641 -3.40228 -1.86263
O -2.37756 -2.33728 -3.77160
C 0.79576 -1.57142 -3.65990
O 0.43256 -0.57659 -2.93752
C 2.05168 -1.57130 -4.33445
H 5.40259 -1.74508 -6.20501
H 4.77976 -1.40967 -4.57016
H 4.03833 -0.62286 -5.97798
H 1.97354 -4.56166 -5.93746
H -0.24539 -4.62170 -4.80203
H -0.87902 -4.34153 -1.85213
H -2.46425 -3.52996 -1.52535
H -0.90618 -2.70440 -1.17697
H 2.67898 -0.70532 -4.17162
C -1.89886 3.34022 -3.06972
N -0.51704 3.26868 -2.64671
C -0.30721 2.58974 -1.37311
C 1.15143 2.58894 -0.97392
C 1.97110 2.13428 -2.15641
N 1.72456 3.01808 -3.30011
C 2.62508 2.82642 -4.41609
C 0.42794 3.36548 -3.62984
O 0.14567 3.79041 -4.75413
H -2.02263 4.14867 -3.78626
H -2.51139 3.52543 -2.18692
H -2.22851 2.40958 -3.54344
H -0.66136 1.54717 -1.40269
H -0.90821 3.10628 -0.61757
H 1.26614 1.86908 -0.16003
H 1.47354 3.58347 -0.64661
H 1.72006 1.09806 -2.41171
H 3.03964 2.18976 -1.92827
H 3.65152 2.89208 -4.04892
H 2.45283 3.59507 -5.16387
H 2.48624 1.84562 -4.88974
C -3.52561 0.63343 6.64158
C -2.26426 -0.20531 6.89316
C -1.60726 0.31015 8.17412
C -2.67492 -1.66628 7.12782
C -1.33326 -0.12103 5.68059
C -0.03121 0.35243 5.76981
C 0.81363 0.41912 4.64770
C 0.32003 -0.00134 3.43614
O 0.91550 -0.04034 2.23403
B -0.04145 -0.56982 1.23623
O -1.24358 -0.82819 2.06040
C -0.99117 -0.48198 3.32954
C -1.81805 -0.54714 4.42769
H -4.20432 0.57529 7.49903
H -4.06187 0.28677 5.75814
H -3.25914 1.67976 6.47884
H -2.31688 0.23752 9.00321
H -1.30710 1.35520 8.07547
H -0.72373 -0.27692 8.43243
H -3.35675 -1.74344 7.98142
H -1.79411 -2.27962 7.32885
H -3.17446 -2.08085 6.25185
H 0.36342 0.68526 6.72089
H 1.82719 0.79127 4.73329
H -2.82672 -0.92603 4.30888
```

Calculated values
- HOMO-LUMO gap (eV) = 3.76
- charge = -2
- relative energy (zero: lowest compared OMol25 entry of this formula, charge and spin) (eV) = 0.5557
- E_HOMO (eV) = 0.19
- LUMO level (eV) = 4.0

Results of the Mulliken charge analysis, in e, for atoms 1 through 2:
1. Pd 0.19
2. C -0.75

***

# 3
3 unconnected molecules or ions with the total composition C3H11O2S. Source: the OMol25 dataset; level of theory: ωB97M-V with the def2-TZVPD basis set.

Geometry as XYZ:
```
17
C3H11O2S ωB97M-V with the def2-TZVPD basis set
C -1.28367 -0.93224 1.27228
C -0.55546 -0.40807 0.04356
C 0.28541 -1.49512 -0.56815
S 1.36022 -0.93327 -1.93377
H -0.65497 -0.88063 2.15463
H -1.41977 -2.06687 1.33128
H -2.23909 -0.43409 1.47633
H -1.33149 0.08427 -0.54960
H -0.02738 0.54046 0.19512
H -0.29853 -2.34434 -0.88700
H 0.93639 -2.00310 0.12854
H -0.28529 1.00441 -2.40003
H 0.97476 1.56547 -1.72263
O 0.02931 1.74503 -1.86738
H 1.18845 1.62986 1.52297
H 1.42739 2.68766 0.54313
O 1.89372 2.24058 1.26071
```

Calculated values
- HOMO-LUMO gap (eV) = 6.37
- charge = -1
- relative energy (zero: lowest compared OMol25 entry of this formula, charge and spin) (eV) = 1.1622
- E_HOMO (eV) = -2.62
- LUMO level (eV) = 3.7

Results of the Mulliken charge analysis, in e, for atoms 1 through 2:
1. C -1.22
2. C 0.21

***

# 4
A molecular structure, C47H41BN2O2RhS2Sb. Source: the OMol25 dataset; level of theory: ωB97M-V with the def2-TZVPD basis set.

Geometry as XYZ:
```
97
C47H41BN2O2RhS2Sb ωB97M-V with the def2-TZVPD basis set
Rh 0.12683 1.50971 1.59107
S -1.13186 2.94040 3.50544
C -0.67290 4.08897 2.35124
N -0.07837 3.72812 1.23321
C 0.23445 4.78647 0.43346
C 0.87205 4.73099 -0.80346
C 1.09191 5.90124 -1.49638
C 0.69724 7.13012 -0.97304
C 0.07560 7.21011 0.26030
C -0.15370 6.03749 0.95741
S -0.91892 5.82202 2.51064
H 1.18788 3.76948 -1.18741
H 1.57900 5.86509 -2.45976
H 0.87910 8.03282 -1.53467
H -0.23005 8.15450 0.68016
N 8.60521 -0.97578 6.20913
C 7.58412 -0.66380 5.78983
C 6.34736 -0.27390 5.23364
C 6.08178 1.08242 5.01839
C 4.91277 1.46441 4.40068
C 3.97915 0.50268 3.99479
C 4.22071 -0.84911 4.28289
C 5.39924 -1.23779 4.87886
C 2.82413 0.86266 3.27287
C 1.83367 1.11258 2.59513
H 6.80966 1.81964 5.32293
H 4.71341 2.50874 4.21307
H 3.47253 -1.57869 4.01959
H 5.60651 -2.28179 5.06818
C -6.98938 -3.15937 -1.26395
C -6.92387 -2.35095 0.04250
C -7.49736 -3.19584 1.19118
C -7.80388 -1.10884 -0.12964
C -5.47277 -2.00883 0.37333
C -4.54633 -3.05335 0.44794
C -3.20496 -2.85843 0.72659
C -2.79740 -1.56083 0.94852
O -1.56492 -1.07139 1.22001
B -1.69270 0.31286 1.36277
O -3.03806 0.64884 1.19340
C -3.70806 -0.50333 0.91925
C -5.04438 -0.70732 0.63002
H -8.02628 -3.37557 -1.51690
H -6.46467 -4.10624 -1.17332
H -6.54532 -2.59860 -2.08404
H -8.54222 -3.43659 1.00255
H -7.43184 -2.64771 2.12881
H -6.94764 -4.12724 1.30018
H -8.81331 -1.41447 -0.40157
H -7.42325 -0.46516 -0.92009
H -7.86634 -0.54007 0.79478
H -4.87911 -4.06711 0.29013
H -2.50412 -3.67655 0.77037
H -5.71000 0.13866 0.61638
C 0.95959 1.99477 -3.97716
C 2.05730 0.97555 -4.01030
C 2.70730 0.71426 -5.21190
C 3.70845 -0.23448 -5.30146
C 4.06049 -0.95796 -4.17697
C 3.41914 -0.70844 -2.97606
C 2.43190 0.25962 -2.87395
Sb 1.47069 0.61893 -0.90053
C 2.84731 -0.72421 0.12204
C 4.16701 -0.30631 0.00809
C 5.19658 -1.04051 0.56518
C 4.90277 -2.18901 1.27771
C 3.58404 -2.55859 1.46282
C 2.53795 -1.82996 0.90593
C 1.12749 -2.20738 1.20992
C -0.43124 -0.15957 -1.58522
C -1.45033 0.77380 -1.45181
C -2.73336 0.49822 -1.88648
C -3.00941 -0.74222 -2.43476
C -1.99164 -1.66574 -2.57854
C -0.68385 -1.38268 -2.19149
C 0.40532 -2.36376 -2.49756
H 0.85344 2.46829 -4.95055
H 1.16954 2.76618 -3.23533
H 0.01200 1.52017 -3.71919
H 2.42208 1.26962 -6.09476
H 4.20817 -0.40888 -6.24333
H 4.83216 -1.71247 -4.22768
H 3.69907 -1.28814 -2.10865
H 4.39037 0.59797 -0.54495
H 6.21983 -0.72136 0.43283
H 5.69681 -2.78505 1.70218
H 3.35024 -3.42384 2.06757
H 1.07035 -3.15049 1.74845
H 0.51742 -2.27792 0.31210
H 0.68091 -1.42821 1.83786
H -1.24195 1.73547 -0.98427
H -3.50974 1.24093 -1.78253
H -4.01216 -0.98371 -2.75832
H -2.21462 -2.63187 -3.00712
H -0.00862 -3.35130 -2.68820
H 1.13892 -2.42907 -1.69576
H 0.93198 -2.03704 -3.39527
```

Calculated values
- multiplicity = 5
- HOMO-LUMO gap (alpha / beta) (eV) = 7.05 / 4.15
- charge = 0
- relative energy (zero: lowest compared OMol25 entry of this formula, charge and spin) (eV) = 2.1768
- E_HOMO (alpha / beta) (eV) = -7.30 / -7.72
- LUMO level (alpha / beta) (eV) = -0.2 / -3.6

Results of the Mulliken charge analysis, in e, for atoms 1 through 2:
1. Rh 0.73
2. S -0.11

***

# 5
C4H5NO2S in the gas phase. Source: the OMol25 dataset; level of theory: ωB97M-V with the def2-TZVPD basis set.

Geometry as XYZ:
```
13
C4H5NO2S ωB97M-V with the def2-TZVPD basis set
O -2.70281 1.73395 -0.56159
C -1.75635 0.98673 -0.33875
N -0.73959 0.46474 -1.20220
C 0.17427 -0.43258 -0.55729
C 1.04218 0.02930 0.62647
S 2.35439 -0.92230 1.47557
C -0.41987 -0.43387 0.77729
O -1.41466 0.51513 0.95145
H -0.65488 0.60087 -2.37231
H 0.37174 -1.50802 -0.96924
H 1.10525 1.14177 0.46830
H 3.23229 -0.76072 0.55108
H -0.59196 -1.41501 1.15124
```

Calculated values
- HOMO-LUMO gap (eV) = 9.96
- charge = 0
- relative energy (zero: lowest compared OMol25 entry of this formula, charge and spin) (eV) = 2.9078
- E_HOMO (eV) = -9.42
- SMILES string = O=C1N[C@H]2[C@H](S)[C@H]2O1
- LUMO level (eV) = 0.5

Results of the Mulliken charge analysis, in e, for atoms 1 through 2:
1. O -0.54
2. C 0.38

***

| no. | F_max (eV Å⁻¹) |
| --- | --- |
| 1 | 2.10 |
| 2 | 0.35 |
| 3 | 1.90 |
| 4 | 1.51 |
| 5 | 4.96 |